A molecular structure, C14H28BO2RuS4 at a distorted geometry. Source: the Open Molecules 2025 dataset; level of theory: ωB97M-V/def2-TZVPD.

Each line ends with the Mulliken charge.
Geometry (Å):
Ru 0.226 0.638 0.515  0.66
C -2.598 -1.122 1.677  -0.91
C -2.458 0.132 2.517  -0.69
S -1.986 1.584 1.476  0.01
C -1.523 2.824 2.741  -0.78
C -0.294 2.527 3.585  -0.73
S 1.191 2.075 2.584  -0.04
C 1.898 0.707 3.602  -0.52
C 2.888 -0.121 2.807  -0.90
S 2.196 -0.977 1.335  0.07
C 1.360 -2.485 1.983  -0.96
C -0.125 -2.362 2.267  -0.68
S -1.059 -1.655 0.841  0.03
H -3.321 -0.980 0.871  0.47
H -2.928 -1.959 2.295  0.51
H -1.713 0.002 3.304  0.28
H -3.420 0.373 2.972  0.52
H -2.392 2.956 3.389  0.46
H -1.384 3.738 2.159  0.46
H -0.471 1.733 4.308  0.40
H -0.030 3.435 4.129  0.52
H 1.081 0.090 3.978  0.28
H 2.410 1.179 4.444  0.47
H 3.351 -0.876 3.444  0.46
H 3.679 0.510 2.393  0.43
H 1.890 -2.810 2.878  0.48
H 1.531 -3.225 1.198  0.45
H -0.321 -1.749 3.146  0.33
H -0.541 -3.356 2.435  0.51
C 1.362 0.882 -4.755  -1.87
C 0.975 0.038 -3.538  1.46
C 1.487 -1.387 -3.704  -1.69
O 1.695 0.644 -2.424  -0.33
B 0.835 1.183 -1.569  0.68
O -0.481 0.917 -1.855  -0.55
C -0.548 0.164 -3.114  1.67
C -1.433 0.944 -4.082  -1.76
C -1.210 -1.173 -2.783  -1.89
H 2.446 0.864 -4.853  0.48
H 1.052 1.915 -4.626  0.38
H 0.925 0.475 -5.664  0.40
H 2.550 -1.359 -3.927  0.47
H 0.971 -1.879 -4.526  0.37
H 1.358 -1.966 -2.790  0.27
H -1.121 1.983 -4.155  0.38
H -2.466 0.929 -3.736  0.45
H -1.394 0.484 -5.067  0.39
H -0.658 -1.694 -1.999  0.16
H -1.257 -1.796 -3.672  0.45
H -2.228 -0.996 -2.437  0.48

Atoms 1-3, force components in eV/Å:
-0.3513 0.0931 1.6464
0.2333 0.0036 -0.2345
0.2407 0.3150 -0.1537

Summary:
Net charge: +2
E_tot: -2412.69429 a.u.
⟨S²⟩: 0.787
Strongest force on any atom: 0.0551 Eh/bohr
HOMO energy (alpha / beta): -0.559 / -0.551 hartree
2S+1: 2
Molecular weight: 468.53 g mol⁻¹
Orbital gap (alpha / beta): 0.269 / 0.264 Eh